Record 1
44
Properties=species:S:1:pos:R:3 method="wB97M-V/def2-TZVPD" smiles="Cc1csc(NC(=O)CSc2nc3ccccc3c3c2CCCC3)n1" de_lowest_kj_mol=42.0 orbital_gap_ev=8.227 charge=0 energy_ha=-1771.344923 e_homo_ev=-8.1308
S -1.502 -2.527 0.087
S -1.754 2.306 2.047
O -0.403 -2.065 3.679
N -1.472 -0.259 2.858
N -2.441 0.187 0.753
N 0.319 -1.178 1.315
C 2.949 1.260 0.573
C -2.771 1.245 -0.041
C -1.910 0.552 1.864
C 3.365 1.552 1.845
C -1.013 -1.602 2.735
C -1.885 -2.498 1.856
C 0.220 -0.423 -3.502
C -3.397 0.984 -1.367
C 0.434 -0.952 -1.069
C -0.140 -1.390 -2.382
C 1.340 -0.307 1.473
C 1.800 -0.015 2.769
C 1.467 -0.055 -0.957
C 2.095 0.557 -2.177
C -0.128 -1.469 0.125
C 1.720 -0.167 -3.466
C -2.484 2.461 0.485
C 2.799 0.903 2.948
C 1.933 0.313 0.343
H -3.719 1.915 -1.825
H 3.182 0.555 -2.065
H -1.224 -1.489 -2.278
H 3.154 1.131 3.941
H 4.143 2.285 2.001
H -2.922 -2.174 1.937
H -0.313 0.521 -3.364
H 1.357 -0.543 3.599
H 1.774 1.602 -2.236
H -0.077 -0.842 -4.465
H 2.030 0.434 -4.323
H -2.659 3.431 0.068
H -1.051 0.212 3.649
H 2.248 -1.121 -3.517
H -4.252 0.322 -1.244
H 3.404 1.768 -0.263
H -1.775 -3.517 2.229
H 0.245 -2.388 -2.615
H -2.684 0.487 -2.023


Record 2
46
Properties=species:S:1:pos:R:3 method="wB97M-V/def2-TZVPD" de_lowest_kj_mol=191.7 orbital_gap_ev=8.537 charge=0 energy_ha=-1234.939439 e_homo_ev=-8.6189
O -3.730 1.699 1.262
O -5.227 -1.220 -0.136
O -1.289 -1.422 -1.639
N -2.828 -0.006 0.028
N 4.408 -2.341 2.051
N 3.772 -1.046 0.381
N 2.252 3.270 0.806
N 0.537 -0.867 -0.425
C 4.384 -2.195 0.756
C 0.319 2.075 0.040
C -0.739 -0.699 -0.826
C 2.094 2.622 -1.481
C -5.133 -0.048 0.539
C -6.365 0.303 1.034
C 3.508 -0.595 -0.958
C 3.381 -0.430 1.538
C 0.861 2.038 -1.248
C -6.505 -1.610 -0.072
C 2.555 -1.532 -1.716
C -1.002 1.544 0.337
C 3.787 -1.243 2.555
C 1.071 2.727 1.024
C -7.254 -0.716 0.633
C 1.347 -1.971 -0.884
C 2.753 3.225 -0.417
C -1.505 0.385 -0.120
C -3.848 0.653 0.655
H -8.302 -0.776 0.840
H 4.452 -0.523 -1.511
H 3.673 -1.110 3.612
H 2.530 2.622 -2.468
H 2.893 0.525 1.541
H 3.090 -2.433 -2.019
H 0.701 2.797 2.038
H -6.760 -2.530 -0.561
H 3.077 0.407 -0.894
H -6.584 1.180 1.606
H 3.719 3.695 -0.546
H -1.644 2.180 0.931
H -3.051 -0.860 -0.475
H 0.307 1.573 -2.051
H 1.686 -2.550 -0.018
H 4.799 -2.890 0.055
H 0.904 -0.288 0.313
H 0.697 -2.601 -1.497
H 2.214 -1.020 -2.616


Record 3
45
Properties=species:S:1:pos:R:3 method="wB97M-V/def2-TZVPD" orbital_gap_ev="6.335 / 7.041" charge=+1 spin_multiplicity=2 energy_ha=-4259.993251 e_homo_ev="-10.1119 / -10.8406"
Se 0.634 -3.204 2.514
Ti 1.053 0.540 -0.103
N 1.084 -0.558 1.433
N -0.124 -0.346 -1.422
N -2.153 1.978 2.361
N -0.786 1.328 0.759
N 2.320 -1.195 -0.804
C -1.268 0.090 -1.975
C 1.537 -3.555 -0.872
C -1.243 1.072 1.976
C 2.557 1.709 -1.409
C -2.223 -2.114 -2.097
C 3.249 1.375 -0.217
C -2.818 2.049 3.634
C 0.042 -1.713 -1.354
C -2.322 -0.753 -2.309
C 1.315 -2.199 -1.005
C -0.997 -2.637 -1.638
C -1.455 2.449 0.349
C -2.307 2.855 1.334
C 1.555 2.792 0.333
C 0.486 -4.458 -1.073
C 0.912 -1.656 1.859
C 2.622 2.035 0.856
C -0.754 -4.015 -1.458
C 1.508 2.589 -1.067
H -3.044 -2.780 -2.305
H -0.942 0.251 2.602
H 0.910 3.147 -1.780
H 4.182 0.827 -0.152
H 2.722 -0.911 -1.703
H 2.889 1.488 -2.417
H -1.292 2.918 -0.603
H -1.563 -4.707 -1.637
H -1.331 1.153 -2.181
H -2.109 1.906 4.448
H -3.592 1.285 3.709
H 0.661 -5.511 -0.919
H 3.081 -1.575 -0.236
H -3.275 3.030 3.740
H 2.990 2.066 1.874
H -2.979 3.689 1.379
H 0.972 3.512 0.893
H -3.221 -0.330 -2.730
H 2.516 -3.913 -0.588


Record 4
52
Properties=species:S:1:pos:R:3 method="wB97M-V/def2-TZVPD" de_lowest_kj_mol=9.8 orbital_gap_ev="8.500 / 6.235" charge=+3 spin_multiplicity=4 energy_ha=-1629.654967 e_homo_ev="-17.8163 / -17.8142"
Tc 0.275 -0.311 0.035
O 0.269 -2.232 -0.069
O -0.938 -4.111 -0.299
O 0.562 -0.276 -1.947
O -3.790 -4.642 -0.328
O -5.518 -3.257 -0.139
N 2.322 -0.399 0.369
N -0.102 1.511 -3.129
N 1.518 -1.127 3.870
N 3.973 -1.040 1.648
N 0.137 1.847 0.054
N 0.379 -0.515 2.110
N -1.776 -0.715 0.028
N -2.969 -0.088 0.118
C -4.343 -3.448 -0.195
C 3.460 -0.469 -0.407
C 0.628 0.425 -3.012
C -0.504 -0.652 3.161
C 1.525 -0.009 -4.116
C -1.069 1.922 -2.115
C -3.435 -2.239 -0.093
C -0.451 3.980 -0.839
C 1.593 -0.817 2.575
C -0.885 -2.928 -0.170
C 0.145 4.624 0.237
C -0.439 2.601 -0.920
C 0.714 2.484 1.096
C 2.671 -0.762 1.607
C 4.492 -0.858 0.385
C 0.201 -1.031 4.260
C -2.066 -2.027 -0.093
C 0.742 3.856 1.222
C -3.976 -0.964 0.050
H -2.814 -4.627 -0.338
H 1.220 4.306 2.081
H -1.762 2.613 -2.592
H -1.561 -0.479 3.062
H -0.114 -1.236 5.269
H 2.278 -1.400 4.479
H -5.015 -0.671 0.111
H -0.048 2.033 -3.994
H 1.039 0.115 -5.084
H 0.142 5.705 0.301
H 1.802 -1.051 -3.978
H 5.534 -1.019 0.167
H 3.460 -0.245 -1.458
H -0.929 4.553 -1.622
H 4.509 -1.348 2.449
H -3.034 0.907 0.280
H 2.426 0.608 -4.113
H -1.641 1.041 -1.827
H 1.164 1.859 1.853


Record 5
43
Properties=species:S:1:pos:R:3 method="wB97M-V/def2-TZVPD" smiles="C[C@H](C(c1ccc2c(c1)CCO2)c1ccc2c(c1)CCO2)[N+](=O)[O-]" de_lowest_kj_mol=607.0 orbital_gap_ev=7.989 charge=0 energy_ha=-1090.967263 e_homo_ev=-7.9145
O 2.242 1.155 -2.464
O 5.191 -1.509 0.227
O 0.738 2.765 -2.228
O -5.011 -1.835 1.005
N 1.097 1.551 -2.193
C -0.089 0.680 -1.823
C -3.576 0.020 1.106
C -1.271 -0.184 0.343
C -1.485 -1.537 0.069
C 1.562 -1.436 0.811
C 3.721 0.301 0.403
C -4.919 0.542 1.574
C -3.781 -1.329 0.748
C -5.836 -0.685 1.518
C 6.025 -0.245 0.106
C -2.746 -2.102 0.238
C -1.262 1.504 -2.404
C 2.414 0.789 0.420
C 3.914 -1.098 0.412
C -2.287 0.546 1.007
C 2.846 -1.972 0.625
C 1.325 -0.101 0.396
C 5.060 0.944 0.149
C 0.005 0.445 -0.151
H -1.386 2.271 -1.634
H 6.696 -0.258 0.964
H -0.029 1.535 0.024
H 5.084 1.495 -0.799
H 6.582 -0.314 -0.828
H -6.655 -0.568 0.805
H -2.163 0.892 -2.456
H -2.962 -3.145 -0.029
H -6.212 -0.990 2.494
H -0.719 -2.087 -0.471
H 3.077 -3.042 0.607
H -2.141 1.601 1.274
H 0.753 -2.124 1.056
H -4.903 0.942 2.591
H -5.340 1.314 0.916
H 5.368 1.628 0.948
H -0.028 -0.339 -2.272
H -1.158 2.119 -3.326
H 2.261 1.858 0.241


Record 6
44
Properties=species:S:1:pos:R:3 method="wB97M-V/def2-TZVPD" smiles="COCCCN1C(=O)C(O)=C(C(=O)c2ccco2)[C@@H]1c1ccccc1" de_lowest_kj_mol=136.1 orbital_gap_ev=8.713 charge=0 energy_ha=-1166.353944 e_homo_ev=-8.9652
O 3.229 4.021 0.836
O -0.424 1.246 2.957
O -2.571 0.649 1.257
O -3.177 1.005 -1.272
O -0.804 -1.479 -2.138
N 0.927 0.382 1.289
C 1.964 -4.356 0.102
C -3.594 -0.644 -2.715
C -4.372 1.222 -1.820
C -1.374 -0.655 -1.441
C 3.477 4.063 -0.547
C -4.689 0.239 -2.714
C 2.464 -3.510 -0.872
C 2.221 0.526 1.905
C 2.070 -2.183 -0.909
C -2.692 -0.137 -1.805
C -0.232 0.743 1.864
C 1.167 -1.699 0.025
C 3.078 1.591 1.219
C 1.065 -3.875 1.039
C 0.666 -2.552 1.000
C 0.727 -0.251 0.002
C -0.766 -0.123 -0.219
C -1.314 0.413 0.893
C 2.397 2.966 1.254
H 1.480 2.944 0.645
H 2.124 3.209 2.284
H -3.469 -1.538 -3.289
H 2.454 -1.527 -1.676
H 3.272 1.292 0.188
H 4.114 3.235 -0.878
H 2.271 -5.391 0.130
H -5.585 0.162 -3.296
H 1.280 0.280 -0.783
H -4.904 2.100 -1.509
H 3.991 5.003 -0.736
H 2.540 4.041 -1.118
H 0.670 -4.532 1.800
H -2.532 1.032 2.156
H -0.038 -2.175 1.728
H 3.161 -3.882 -1.607
H 4.035 1.661 1.738
H 2.736 -0.440 1.879
H 2.037 0.808 2.946


Record 7
42
Properties=species:S:1:pos:R:3 method="wB97M-V/def2-TZVPD" de_lowest_kj_mol=159.7 orbital_gap_ev="5.302 / 6.309" charge=-1 energy_ha=-1175.295779 e_homo_ev="-3.8304 / -4.3295"
Sn -0.602 0.208 1.443
O -2.386 -0.221 4.208
O 0.740 0.825 0.214
O -0.833 1.414 3.992
C 0.708 -0.969 3.527
C 0.848 -1.790 1.355
C 0.574 0.927 -2.362
C -2.509 2.137 1.848
C -1.826 2.059 0.586
C 1.425 -0.844 2.296
C 2.950 -1.260 -5.078
C 1.079 1.427 -1.041
C -0.216 -2.479 2.027
C -2.347 0.885 -0.109
C 2.515 -0.597 -2.777
C -1.727 0.765 4.640
C 1.288 0.071 -3.188
C 0.857 -0.172 -4.538
C -0.284 -1.977 3.360
C -3.369 0.313 0.726
C 1.688 -0.782 -5.461
C -3.456 1.085 1.908
C 3.328 -1.210 -3.728
H 3.601 -1.742 -5.806
H -2.383 2.945 2.561
H 2.823 -0.532 -1.722
H 4.270 -1.667 -3.409
H 0.800 2.490 -0.962
H -1.940 1.113 5.684
H -4.033 -0.503 0.444
H -4.185 0.936 2.704
H -2.120 0.622 -1.141
H 2.337 -0.273 2.149
H -1.212 2.840 0.145
H 2.170 1.333 -1.030
H 1.360 -0.898 -6.490
H -0.309 1.447 -2.732
H 1.264 -2.037 0.381
H -0.934 -2.363 4.143
H 0.972 -0.462 4.453
H -0.111 0.231 -4.834
H -0.817 -3.294 1.613


Record 8
56
Properties=species:S:1:pos:R:3 method="wB97M-V/def2-TZVPD" de_lowest_kj_mol=0.0 orbital_gap_ev=6.834 charge=-1 energy_ha=-11286.695184 e_homo_ev=-4.7984
Br -6.417 0.276 0.513
Br -1.915 4.502 -4.883
As -1.447 1.084 2.654
Cu 0.436 -0.212 1.040
S 1.541 -2.494 1.248
P 3.046 0.284 -1.596
O 2.276 -1.321 1.745
O -0.779 1.269 4.113
O -0.104 1.768 1.545
O 1.862 0.459 -2.699
O 2.419 1.279 -0.479
O -1.097 -0.967 2.218
O 0.771 -2.104 0.045
O 2.335 -3.683 1.067
O 4.101 1.382 -2.237
N -1.961 -0.216 -0.714
N -0.605 2.176 -1.085
C 4.919 0.903 -3.291
C 0.363 -2.869 2.558
C -0.717 -2.034 2.929
C -1.805 1.969 -1.627
C -3.957 1.106 -0.644
C 0.222 3.032 -1.670
C 0.616 -4.025 3.288
C -1.467 -2.393 4.058
C -1.187 -3.538 4.778
C -3.937 -1.104 0.294
C -2.251 2.652 -2.751
C -4.605 0.067 0.004
C -2.623 0.908 -0.974
C 3.169 1.544 0.718
C -0.147 -4.372 4.390
C -1.378 3.552 -3.335
C 0.913 -0.602 -2.870
C -2.603 -1.194 -0.091
C -0.115 3.748 -2.812
H 1.441 -4.647 2.968
H 5.613 1.699 -3.556
H -1.788 -3.780 5.647
H 3.363 0.617 1.257
H 2.549 2.191 1.332
H -0.081 -0.214 -2.645
H -4.420 -1.918 0.815
H 4.106 2.046 0.468
H -4.457 2.041 -0.850
H 0.953 -0.941 -3.907
H -3.227 2.459 -3.173
H 5.489 0.020 -2.987
H 1.107 -1.433 -2.193
H -2.024 -2.085 0.116
H 4.322 0.651 -4.172
H 1.199 3.132 -1.211
H -2.273 -1.731 4.349
H 0.586 4.430 -3.269
H -0.407 1.909 0.623
H 0.075 -5.276 4.943


Record 9
58
Properties=species:S:1:pos:R:3 method="wB97M-V/def2-TZVPD" orbital_gap_ev=6.730 charge=0 energy_ha=-4783.650055 e_homo_ev=-7.2989
Ba 1.825 0.500 0.563
Cl -1.283 7.105 0.332
Cl -2.047 4.187 1.234
Cl 1.617 7.683 -0.733
Cl 3.688 5.316 -0.912
S 1.545 -3.463 -1.561
S 3.407 0.699 3.344
S 1.456 -2.658 1.350
S 0.033 -4.456 -3.948
O 2.654 2.774 0.131
O 0.199 2.283 1.061
N 1.033 1.294 -2.853
N 1.936 -2.182 5.523
N -0.799 -4.284 -1.357
N -0.503 -3.820 -0.086
N 1.201 -0.804 3.986
N 2.914 -1.327 5.095
N 0.377 -0.219 3.031
N 0.811 5.080 -2.768
C 0.735 3.743 -3.448
C -3.682 -6.363 -2.404
C 1.026 2.672 -2.400
C -2.133 -4.755 -1.547
C 1.841 3.772 0.267
C -4.734 -5.652 -1.846
C 2.521 -0.482 4.136
C -3.177 -4.041 -0.975
C 0.713 -3.391 -0.018
C 1.191 6.114 -0.125
C 2.140 5.069 -0.142
C -4.477 -4.494 -1.127
C 0.897 -1.853 4.829
C -0.431 4.548 0.733
C -0.095 5.848 0.307
C -0.424 -2.518 4.860
C -2.377 -5.921 -2.255
C 0.494 3.501 0.744
C 0.143 -4.166 -2.321
H 0.501 5.848 -3.360
H 1.467 3.746 -4.254
H -0.422 -3.260 5.653
H -0.264 3.645 -3.872
H -0.604 -3.018 3.905
H 1.778 5.282 -2.456
H 0.260 5.106 -1.896
H -5.751 -6.004 -1.964
H -0.164 0.539 3.434
H -1.225 -1.800 5.040
H -1.553 -6.470 -2.686
H 0.275 2.765 -1.610
H -2.958 -3.150 -0.403
H -0.211 -0.948 2.635
H 3.844 -1.387 5.469
H 1.803 1.074 -3.472
H -5.292 -3.939 -0.680
H 1.987 2.881 -1.927
H 0.166 1.021 -3.298
H -3.874 -7.273 -2.957


Record 10
46
Properties=species:S:1:pos:R:3 method="wB97M-V/def2-TZVPD" smiles="COc1ccc(Oc2cccc(Cl)c2CNC(=O)CCCC(=O)O)cc1" de_lowest_kj_mol=0.0 orbital_gap_ev=8.675 charge=0 energy_ha=-1627.206292 e_homo_ev=-8.1828
Cl 3.122 -2.728 -2.551
O 1.444 -0.343 2.773
O 1.891 -4.390 0.289
O -0.451 0.396 -0.830
O 1.177 -0.732 4.947
O -4.438 4.129 -1.632
N 1.431 -2.183 0.400
C 1.199 -1.025 -1.719
C -2.896 2.997 -0.112
C 1.127 -1.093 3.663
C -2.968 2.515 -2.465
C 0.675 -2.122 -0.833
C 2.179 1.057 -3.298
C 2.000 -3.318 0.848
C -1.406 1.362 -1.060
C 2.771 -3.145 2.152
C 0.588 0.236 -1.700
C -1.882 2.067 0.035
C -4.969 4.878 -0.566
C 0.672 -2.515 3.488
C 1.880 -3.458 3.357
C 2.315 -1.200 -2.530
C 2.803 -0.176 -3.327
C -3.445 3.235 -1.368
C 1.081 1.271 -2.487
C -1.963 1.584 -2.316
H 2.476 -3.404 4.271
H -5.425 4.233 0.192
H 0.086 -2.803 4.361
H 3.602 -3.853 2.142
H 1.511 -1.328 0.936
H 1.504 0.178 5.040
H 3.665 -0.347 -3.951
H 1.503 -4.478 3.257
H 2.558 1.865 -3.906
H 0.611 2.243 -2.448
H 0.781 -3.099 -1.312
H -3.244 3.528 0.759
H -0.382 -1.935 -0.614
H -5.736 5.513 -1.006
H 0.057 -2.584 2.590
H 3.170 -2.133 2.220
H -1.610 1.023 -3.168
H -3.410 2.700 -3.431
H -1.451 1.876 1.006
H -4.206 5.507 -0.097